A structure of composition C7H28BaO7. Source: the OMol25 dataset; level of theory: ωB97M-V/def2-TZVPD.

Structure (XYZ):
```
43
Properties=species:S:1:pos:R:3:forces:R:3:lowdin_charge:R:1
Ba 0.821 0.264 0.546 -0.427 -0.380 -0.193 2.127
C 2.831 -1.418 -2.329 1.286 -1.097 0.757 -0.119
O 1.679 -0.713 -1.943 -1.017 0.685 -0.190 -0.258
H 3.264 -1.724 -1.377 0.380 0.036 -0.113 0.080
H 2.622 -2.353 -2.848 -0.243 0.187 -0.301 0.102
H 3.565 -0.825 -2.875 -0.219 0.114 -0.054 0.104
H 1.206 -0.471 -2.742 -0.022 0.000 -0.097 0.079
C 2.340 3.652 -0.324 1.309 1.866 0.147 -0.130
O 2.035 2.331 -0.718 -0.689 0.024 0.146 -0.295
H 3.289 3.918 -0.790 0.257 0.063 0.366 0.101
H 1.679 4.456 -0.648 -0.722 -0.493 -0.344 0.091
H 2.415 3.814 0.751 0.107 -0.728 0.050 0.096
H 1.919 2.418 -1.667 -0.065 -0.540 -0.235 0.083
C 1.379 -3.371 0.296 1.120 -0.967 -0.003 -0.094
O 1.919 -2.219 1.004 -0.640 -0.192 -0.570 -0.279
H 1.468 -3.296 -0.788 -0.330 0.622 0.041 0.074
H 2.046 -4.204 0.517 -0.229 -0.204 0.186 0.103
H 0.374 -3.668 0.594 0.041 0.520 0.126 0.084
H 2.733 -2.521 1.413 0.063 0.138 0.174 0.098
C -2.920 1.279 0.827 -1.466 -0.421 1.185 -0.116
O -1.553 1.578 0.992 1.343 0.093 -0.518 -0.278
H -3.122 0.708 -0.080 0.464 0.332 -0.077 0.088
H -3.239 0.669 1.673 0.024 -0.402 -0.001 0.082
H -3.602 2.124 0.914 0.414 0.409 -0.513 0.104
H -1.372 2.330 1.561 -0.713 0.233 0.110 0.096
C -0.956 2.654 -2.045 -0.161 -0.137 -0.903 -0.072
O -0.555 1.261 -1.765 -0.107 1.044 0.296 -0.255
H -0.570 3.404 -1.354 0.251 -0.661 0.419 0.078
H -0.601 2.949 -3.032 0.176 -0.138 -0.037 0.097
H -2.037 2.781 -2.095 -0.032 -0.438 0.284 0.094
H -0.366 0.828 -2.601 -0.286 0.300 -0.193 0.069
C -1.145 -0.400 3.757 -0.730 0.135 0.039 -0.106
O -0.273 -0.985 2.792 0.796 0.362 -0.097 -0.274
H -1.152 0.684 3.644 -0.100 -0.072 -0.482 0.079
H -2.117 -0.834 3.527 -0.318 0.468 0.596 0.095
H -0.871 -0.526 4.804 0.231 -0.648 -0.129 0.099
H -0.402 -1.936 2.808 0.183 -0.115 0.104 0.081
C -2.275 -2.279 0.210 -1.256 -0.513 -0.651 -0.107
O -1.273 -1.392 -0.292 0.425 -0.035 0.516 -0.263
H -2.125 -2.693 1.207 0.640 0.421 -0.070 0.088
H -3.249 -1.790 0.200 -0.002 0.215 0.230 0.088
H -2.395 -3.114 -0.481 0.207 -0.215 0.119 0.100
H -1.415 -1.370 -1.242 0.055 0.132 -0.118 0.085
```
Forces are in eV/Å.

The calculation puts the energy above the lowest of the compared OMol25 structures with the same formula, charge and spin at 99.5 kJ/mol. The HOMO-LUMO gap comes out at 11.25 eV. Its charge is +2. The value obtained for the LUMO energy is -5.73 eV. The highest occupied orbital energy comes out at -16.99 eV.


A structure of composition C22H35Cl2N11Rb. Source: the OMol25 dataset; level of theory: ωB97M-V/def2-TZVPD.

Structure (XYZ):
```
71
Properties=species:S:1:pos:R:3:forces:R:3:lowdin_charge:R:1
Rb 0.269 0.552 0.250 0.083 -0.117 0.076 0.692
C 2.756 -2.150 -0.725 -0.004 0.012 0.037 -0.213
C 3.357 -0.746 -0.591 0.013 -0.011 -0.009 -0.232
N 3.154 -0.119 0.711 -0.036 0.023 0.031 -0.120
C 3.523 -0.896 1.895 -0.003 -0.001 0.011 -0.197
C 2.458 -0.831 2.996 0.003 0.000 0.008 -0.200
N 1.102 -1.084 2.534 0.043 0.002 -0.026 -0.146
C 0.707 -2.461 2.298 0.029 -0.022 -0.032 -0.219
C 1.366 -3.131 1.087 0.003 0.013 0.019 -0.203
N 1.413 -2.329 -0.149 -0.046 -0.007 -0.045 -0.085
H 2.722 -2.368 -1.795 0.002 0.000 -0.002 0.120
H 3.444 -2.886 -0.298 0.002 0.000 -0.002 0.110
H 4.418 -0.836 -0.871 -0.002 0.007 0.004 0.122
H 2.899 -0.090 -1.340 -0.003 0.000 0.003 0.081
H 3.623 0.776 0.725 0.010 -0.005 -0.010 0.111
H 3.699 -1.930 1.608 0.005 0.001 -0.003 0.093
H 4.468 -0.551 2.326 0.003 -0.003 -0.003 0.123
H 2.765 -1.515 3.803 -0.001 0.003 0.004 0.122
H 2.464 0.179 3.414 0.001 -0.002 0.009 0.113
H 0.430 -0.667 3.167 -0.002 -0.012 -0.006 0.056
H 0.910 -3.117 3.160 -0.029 0.013 0.018 0.123
H -0.379 -2.452 2.166 0.004 0.001 -0.002 0.098
H 2.379 -3.437 1.353 0.001 -0.003 -0.004 0.101
H 0.825 -4.065 0.908 -0.005 0.003 0.000 0.120
H 0.840 -2.782 -0.845 0.019 -0.025 0.003 0.095
Cl 0.226 0.506 -3.254 -0.044 0.017 -0.001 0.523
C 0.228 2.287 -3.217 0.001 0.065 0.028 -0.961
Cl 1.394 2.916 -2.046 0.001 -0.021 -0.027 0.545
H -0.759 2.625 -2.923 -0.001 -0.014 0.018 0.016
H 0.506 2.639 -4.203 0.009 -0.012 0.000 0.037
N -3.266 0.424 -2.296 -0.047 -0.036 -0.015 0.058
C -4.148 -0.486 -1.519 -0.010 -0.013 0.037 -0.186
C -3.399 -1.710 -1.025 0.072 -0.030 -0.003 -0.253
N -2.288 -1.342 -0.143 -0.053 0.085 -0.031 -0.001
H -2.813 1.345 -1.512 -0.135 -0.284 -0.309 0.028
H -3.772 0.847 -3.067 0.006 0.023 -0.001 0.134
H -2.473 -0.081 -2.684 0.007 -0.001 -0.007 0.077
H -4.991 -0.804 -2.132 0.004 0.008 -0.006 0.124
H -4.548 0.082 -0.676 -0.001 0.004 -0.003 0.122
H -2.990 -2.240 -1.890 -0.006 -0.019 0.011 0.120
H -4.122 -2.382 -0.554 -0.021 0.002 -0.015 0.122
H -1.678 -2.139 0.001 -0.004 -0.011 -0.016 0.059
H -2.638 -1.103 0.781 0.029 -0.005 0.016 0.050
C 0.327 3.811 4.427 0.009 0.064 -0.001 -0.037
C 0.203 2.666 3.664 -0.020 -0.027 -0.031 -0.149
N 0.209 2.680 2.328 0.039 0.072 -0.025 0.000
C 0.328 3.859 1.726 -0.004 0.031 -0.016 -0.124
C 0.448 5.071 2.398 0.048 0.025 -0.007 -0.212
C 0.459 5.034 3.783 0.015 -0.063 0.026 -0.002
C 0.604 6.342 1.648 -0.026 -0.108 0.014 -0.031
C -0.352 7.032 1.032 0.004 0.046 -0.044 -0.026
C -1.797 6.742 0.993 0.005 0.017 -0.015 -0.262
C -2.679 7.753 0.625 -0.027 0.004 -0.028 -0.004
C -4.028 7.450 0.623 0.003 -0.001 0.001 -0.119
N -4.487 6.248 0.962 -0.007 -0.017 0.008 0.085
C -3.563 5.354 1.298 0.028 -0.005 -0.025 -0.197
N -2.248 5.527 1.321 -0.021 0.009 0.034 0.152
H 0.317 3.747 5.507 -0.004 0.005 0.001 0.111
H 0.076 1.698 4.134 0.005 -0.004 -0.002 0.096
H 0.309 3.861 0.640 -0.016 -0.010 0.005 0.088
H 0.553 5.950 4.353 0.002 0.002 0.001 0.125
H 1.611 6.747 1.613 -0.001 0.012 0.019 0.118
H -0.068 7.954 0.537 0.006 0.006 0.029 0.110
H -2.325 8.738 0.354 0.005 -0.002 0.004 0.113
H -4.767 8.192 0.345 -0.001 0.000 0.000 0.112
H -3.921 4.372 1.586 -0.015 -0.019 0.012 0.094
N -1.839 0.009 2.976 -0.008 -0.001 0.005 0.163
C -2.326 0.880 2.392 0.007 -0.004 -0.042 -0.391
N -2.918 1.856 1.717 -0.093 0.062 0.123 0.128
C -2.631 1.992 0.494 0.082 0.000 -0.333 -0.368
N -2.387 2.143 -0.655 0.090 0.277 0.535 0.146
```
Forces are in eV/Å.

The calculation puts the energy above the lowest of the compared OMol25 structures with the same formula, charge and spin at 27.2 kJ/mol. The HOMO-LUMO gap comes out at 8.90 eV. Its charge is +1. The value obtained for the LUMO energy is -2.30 eV. The highest occupied orbital energy comes out at -11.20 eV.


An isolated molecule of C4H6N2O. Source: the OMol25 dataset; level of theory: ωB97M-V/def2-TZVPD.

Structure (XYZ):
```
13
Properties=species:S:1:pos:R:3:forces:R:3:nbo_charge:R:1
N -0.050 -0.011 2.191 -0.193 0.032 0.021 -0.830
C -0.222 -0.396 0.800 0.124 -0.082 -0.075 0.042
C 1.051 -0.487 -0.014 -0.086 -0.023 -0.180 -0.122
C 0.797 0.059 -1.204 -0.017 -0.012 0.097 -0.334
C -0.569 0.612 -1.095 -0.126 -0.053 0.274 0.511
O -1.196 1.230 -2.111 0.098 -0.011 -0.236 -0.645
N -1.126 0.460 0.046 0.223 -0.009 -0.337 -0.471
H -0.073 -0.843 2.771 0.077 0.159 0.014 0.358
H -0.855 0.546 2.458 0.057 0.034 -0.012 0.377
H -0.696 -1.386 0.718 0.107 -0.153 0.060 0.193
H 1.970 -0.951 0.317 -0.119 -0.054 -0.001 0.220
H 1.433 0.115 -2.081 -0.033 0.032 0.144 0.219
H -0.685 1.107 -2.923 -0.111 0.142 0.232 0.482
```
Forces are in eV/Å.

The calculation puts the energy above the lowest of the compared OMol25 structures with the same formula, charge and spin at 137.7 kJ/mol. The structure (SMILES) is N[C@@H]1C=CC(O)=N1. The HOMO-LUMO gap comes out at 9.89 eV. Its charge is 0. The value obtained for the LUMO energy is 0.69 eV. The highest occupied orbital energy comes out at -9.19 eV.


An isolated molecule of C21H25N3O2. Source: the OMol25 dataset; level of theory: ωB97M-V/def2-TZVPD.

Structure (XYZ):
```
51
Properties=species:S:1:pos:R:3:forces:R:3:nbo_charge:R:1
C -4.913 -1.493 -1.362 -0.030 -0.035 -0.026 -0.655
C -5.514 -0.225 -0.830 0.070 0.046 0.093 0.090
C -6.606 0.340 -1.478 -0.015 0.058 0.005 -0.241
C -7.207 1.492 -1.004 -0.035 -0.014 -0.044 -0.193
C -6.735 2.093 0.150 0.016 0.055 0.051 -0.222
C -5.655 1.541 0.812 0.047 -0.030 0.007 -0.158
C -5.029 0.400 0.321 -0.315 0.064 0.015 -0.180
C -3.859 -0.126 1.092 0.080 0.093 -0.344 0.674
O -3.908 -0.401 2.273 -0.108 -0.007 0.350 -0.616
N -2.726 -0.239 0.356 0.196 0.046 -0.070 -0.617
C -1.469 -0.691 0.911 0.051 -0.085 0.171 -0.052
C -0.833 -1.775 0.023 0.133 0.150 -0.060 -0.426
C 0.284 -1.190 -0.834 -0.072 -0.351 -0.254 -0.224
N 1.349 -0.690 0.014 -0.116 0.056 -0.040 -0.458
C 2.598 -1.232 -0.150 -0.213 0.143 0.154 0.792
O 2.868 -1.946 -1.099 0.261 -0.286 -0.377 -0.682
N 3.511 -0.942 0.827 0.045 0.096 0.282 -0.633
C 4.915 -1.252 0.624 0.018 -0.128 -0.056 -0.263
C 5.691 -0.044 0.165 0.043 -0.042 0.093 0.050
C 6.657 0.542 0.971 -0.059 -0.111 -0.038 -0.247
C 7.338 1.669 0.543 0.091 0.119 0.005 -0.207
C 7.051 2.225 -0.692 0.092 0.081 0.038 -0.221
C 6.085 1.649 -1.500 -0.055 -0.005 -0.070 -0.193
C 5.409 0.520 -1.074 0.011 0.003 -0.015 -0.243
C 0.940 0.025 1.208 0.085 0.220 0.256 -0.219
C -0.505 0.494 1.081 0.079 -0.205 0.112 -0.414
H -4.437 -2.066 -0.570 0.037 -0.100 -0.053 0.224
H -5.684 -2.108 -1.821 -0.010 -0.051 -0.038 0.222
H -4.167 -1.276 -2.129 0.084 -0.083 -0.036 0.213
H -6.993 -0.138 -2.367 -0.045 -0.065 -0.073 0.209
H -8.052 1.912 -1.529 -0.070 0.031 -0.041 0.214
H -7.210 2.982 0.536 -0.033 0.076 0.033 0.216
H -5.279 1.987 1.721 0.018 0.034 0.098 0.224
H -2.728 0.073 -0.602 -0.133 0.039 0.034 0.394
H -1.722 -1.105 1.892 0.084 0.077 -0.163 0.239
H -0.413 -2.564 0.647 0.012 -0.062 -0.020 0.218
H -1.595 -2.226 -0.614 -0.028 -0.055 0.034 0.221
H -0.096 -0.384 -1.473 -0.009 -0.075 -0.054 0.176
H 0.727 -1.954 -1.476 -0.136 0.195 0.037 0.259
H 3.324 -0.188 1.467 -0.105 -0.026 -0.047 0.390
H 5.326 -1.641 1.560 0.029 0.004 -0.142 0.197
H 4.944 -2.035 -0.138 0.048 0.053 0.198 0.249
H 6.883 0.110 1.936 0.011 -0.055 0.095 0.208
H 8.092 2.114 1.175 0.056 0.041 0.046 0.212
H 7.582 3.105 -1.025 0.041 0.066 -0.023 0.212
H 5.861 2.078 -2.465 -0.017 0.029 -0.079 0.211
H 4.659 0.061 -1.702 -0.097 -0.062 -0.092 0.228
H 1.578 0.908 1.345 -0.063 -0.105 0.089 0.198
H 1.037 -0.614 2.098 0.047 0.082 0.005 0.189
H -0.779 1.065 1.968 -0.012 0.046 -0.042 0.231
H -0.592 1.159 0.219 -0.008 0.038 -0.004 0.204
```
Forces are in eV/Å.

The calculation puts the energy above the lowest of the compared OMol25 structures with the same formula, charge and spin at 51.0 kJ/mol. The structure (SMILES) is Cc1ccccc1C(=O)NC1CCN(C(=O)NCc2ccccc2)CC1. The HOMO-LUMO gap comes out at 9.62 eV. Its charge is 0. The value obtained for the LUMO energy is 0.59 eV. The highest occupied orbital energy comes out at -9.03 eV.


An isolated molecule of C16H31NO2. Source: the OMol25 dataset; level of theory: ωB97M-V/def2-TZVPD.

Structure (XYZ):
```
50
Properties=species:S:1:pos:R:3:forces:R:3:nbo_charge:R:1
C -2.192 -3.253 -0.397 -0.032 0.173 -0.191 -0.601
C -2.771 -1.945 -0.923 -0.046 -0.094 0.288 -0.398
C -3.694 -1.292 0.103 -0.077 0.099 -0.352 -0.398
C -4.408 -0.048 -0.428 0.153 -0.015 0.045 -0.385
C -3.487 1.154 -0.647 -0.191 -0.074 0.025 -0.396
C -2.948 1.749 0.667 0.162 0.034 -0.159 -0.510
C -1.438 1.796 0.723 -0.434 0.519 0.243 0.812
O -0.796 2.775 1.009 0.148 0.027 -0.037 -0.605
O -0.903 0.608 0.442 -0.040 -0.513 -0.092 -0.522
C 0.528 0.503 0.448 0.539 0.047 -0.006 0.088
C 1.082 0.892 -0.918 0.005 -0.043 0.284 -0.428
C 2.601 0.690 -0.996 -0.010 0.287 -0.334 0.130
C 3.027 0.736 -2.472 -0.181 0.001 0.279 -0.597
C 3.338 1.821 -0.255 -0.191 -0.182 -0.059 -0.629
N 2.921 -0.651 -0.532 0.105 -0.145 -0.155 -0.659
C 2.396 -1.184 0.713 -0.080 -0.339 0.269 0.131
C 2.650 -2.699 0.664 -0.150 0.302 0.014 -0.597
C 3.070 -0.631 1.983 -0.179 -0.026 -0.217 -0.630
C 0.881 -0.945 0.755 0.015 0.326 -0.070 -0.419
H -1.637 -3.079 0.522 0.088 -0.034 0.126 0.200
H -2.986 -3.966 -0.187 -0.049 -0.105 0.049 0.200
H -1.518 -3.697 -1.127 0.092 -0.110 -0.009 0.207
H -1.953 -1.263 -1.158 0.017 0.052 -0.117 0.200
H -3.327 -2.138 -1.844 0.004 0.061 -0.067 0.192
H -3.107 -1.035 0.986 0.009 -0.049 0.149 0.197
H -4.450 -2.021 0.407 0.026 -0.033 0.089 0.199
H -4.886 -0.297 -1.379 -0.096 -0.020 0.010 0.201
H -5.198 0.237 0.271 -0.080 0.034 -0.035 0.198
H -4.044 1.924 -1.183 0.074 0.006 -0.029 0.211
H -2.655 0.854 -1.283 -0.003 0.046 -0.085 0.210
H -3.312 2.765 0.822 0.087 -0.085 0.055 0.234
H -3.280 1.141 1.511 -0.003 -0.003 0.069 0.228
H 0.903 1.183 1.221 -0.031 -0.136 -0.117 0.204
H 0.838 1.934 -1.129 0.006 0.022 -0.042 0.226
H 0.600 0.261 -1.668 -0.042 -0.041 -0.053 0.211
H 2.608 -0.113 -3.004 -0.059 -0.078 -0.042 0.218
H 2.681 1.653 -2.940 0.019 0.164 -0.076 0.207
H 4.111 0.691 -2.554 0.177 0.011 -0.035 0.202
H 3.245 2.748 -0.815 -0.002 0.148 -0.031 0.213
H 4.396 1.581 -0.163 0.113 -0.010 0.006 0.205
H 2.935 1.990 0.738 -0.001 0.058 0.150 0.207
H 3.922 -0.805 -0.581 0.003 -0.039 -0.038 0.360
H 2.272 -3.106 -0.270 -0.057 -0.030 -0.092 0.219
H 2.153 -3.197 1.493 -0.012 -0.092 0.160 0.206
H 3.715 -2.906 0.724 0.170 -0.054 0.025 0.203
H 2.789 0.398 2.180 0.012 0.141 0.065 0.206
H 2.784 -1.231 2.844 -0.023 -0.046 0.142 0.210
H 4.153 -0.678 1.881 0.115 -0.004 0.005 0.207
H 0.488 -1.225 1.733 -0.016 -0.057 0.044 0.217
H 0.403 -1.570 0.000 -0.057 -0.103 -0.051 0.215
```
Forces are in eV/Å.

The calculation puts the energy above the lowest of the compared OMol25 structures with the same formula, charge and spin at 0.0 kJ/mol. The structure (SMILES) is CCCCCCC(=O)OC1CC(C)(C)NC(C)(C)C1. The HOMO-LUMO gap comes out at 9.53 eV. Its charge is 0. The value obtained for the LUMO energy is 0.84 eV. The highest occupied orbital energy comes out at -8.69 eV.